{
  "formula": "C39H48N5O3PSW",
  "method": "the ωB97M-V functional and the def2-TZVPD basis",
  "mol_weight_da": 881.73,
  "total_charge": 2,
  "e_homo_ha": [-0.4813, -0.4822],
  "gap_ev": [6.39, 6.07],
  "spin_multiplicity": 1,
  "de_lowest_kcal_mol": 0.0,
  "symbols": ["W", "O", "C", "C", "C", "C", "C", "C", "C", "O", "N", "N", "C", "C", "C", "C", "C", "C", "N", "H", "H", "H", "H", "H", "H", "H", "H", "H", "H", "C", "C", "N", "C", "C", "C", "S", "N", "C", "O", "C", "C", "C", "C", "C", "C", "H", "H", "H", "H", "H", "H", "H", "H", "H", "H", "H", "H", "H", "H", "H", "C", "C", "C", "C", "P", "C", "C", "C", "C", "C", "C", "C", "C", "C", "C", "H", "H", "H", "H", "H", "H", "H", "H", "H", "H", "H", "H", "H", "H", "H", "H", "H", "H", "H", "H", "H", "H", "H"],
  "positions_angstrom": [[0.115, 0.353, -0.199], [-3.253, -3.792, 1.503], [-3.214, -3.827, 0.170], [-3.961, -4.827, -0.459], [-3.959, -4.929, -1.830], [-3.219, -4.043, -2.626], [-2.486, -3.056, -2.027], [-2.465, -2.926, -0.621], [-1.685, -1.891, -0.013], [-0.978, -1.080, -0.812], [-1.572, -1.700, 1.276], [-0.737, -0.648, 1.490], [-0.597, -0.190, 2.696], [0.136, 1.033, 2.774], [0.292, 1.770, 3.944], [0.895, 3.008, 3.877], [1.294, 3.503, 2.637], [1.095, 2.738, 1.513], [0.549, 1.508, 1.569], [-2.713, -3.063, 1.852], [-4.530, -5.508, 0.160], [-4.545, -5.709, -2.301], [-3.229, -4.141, -3.704], [-1.911, -2.361, -2.625], [-1.068, -0.666, 3.545], [-0.072, 1.372, 4.883], [1.031, 3.602, 4.771], [1.745, 4.481, 2.541], [1.359, 3.108, 0.533], [-4.788, 3.469, -0.845], [-3.460, 4.128, -1.182], [-2.739, 3.395, -2.237], [-3.067, 3.803, -3.623], [-2.078, 4.825, -4.153], [-1.876, 2.429, -2.001], [-1.639, 1.970, -0.330], [-1.321, 1.867, -3.092], [-0.234, 1.162, -3.123], [0.509, 0.819, -2.086], [0.246, 0.704, -4.436], [-0.622, 0.718, -5.532], [-0.178, 0.297, -6.772], [1.139, -0.117, -6.932], [2.008, -0.117, -5.848], [1.564, 0.283, -4.600], [-5.314, 4.059, -0.094], [-4.639, 2.464, -0.448], [-5.429, 3.402, -1.725], [-2.819, 4.210, -0.308], [-3.607, 5.137, -1.564], [-4.075, 4.211, -3.582], [-3.089, 2.914, -4.244], [-2.029, 5.704, -3.507], [-2.388, 5.158, -5.144], [-1.081, 4.391, -4.235], [-1.642, 1.049, -5.397], [-0.853, 0.295, -7.617], [1.489, -0.436, -7.906], [3.037, -0.427, -5.981], [2.243, 0.292, -3.764], [3.215, -1.482, 2.356], [3.728, -0.557, 1.251], [3.745, 0.871, 1.807], [5.179, -0.913, 0.884], [2.630, -0.642, -0.274], [3.530, 0.348, -1.511], [3.270, 1.716, -1.565], [3.936, 2.544, -2.456], [4.878, 2.011, -3.321], [5.158, 0.652, -3.276], [4.493, -0.171, -2.379], [2.467, -2.425, -0.870], [3.747, -3.277, -0.824], [1.442, -3.160, 0.004], [1.941, -2.402, -2.313], [3.781, -1.274, 3.268], [3.354, -2.537, 2.125], [2.157, -1.311, 2.576], [4.584, 0.953, 2.503], [2.840, 1.096, 2.370], [3.900, 1.626, 1.035], [5.770, -0.917, 1.803], [5.612, -0.168, 0.218], [5.283, -1.892, 0.425], [2.525, 2.158, -0.923], [3.712, 3.604, -2.477], [5.396, 2.648, -4.027], [5.902, 0.227, -3.938], [4.744, -1.218, -2.361], [4.075, -3.473, 0.196], [4.586, -2.870, -1.379], [3.504, -4.242, -1.273], [1.677, -3.140, 1.066], [1.426, -4.207, -0.307], [0.441, -2.780, -0.135], [2.682, -2.043, -3.024], [1.044, -1.798, -2.431], [1.686, -3.428, -2.593]],
  "forces_ev_per_angstrom": [[-0.902, -0.093, 0.246], [-0.060, -0.038, 0.035], [0.017, -0.009, -0.011], [0.008, 0.001, 0.015], [-0.030, -0.016, -0.008], [-0.012, -0.034, -0.079], [0.031, 0.052, -0.021], [-0.093, -0.028, 0.106], [0.057, -0.104, 0.207], [0.314, 0.093, -0.020], [-0.081, -0.146, -0.147], [0.307, 0.276, -0.276], [0.018, -0.125, 0.054], [-0.181, 0.088, 0.037], [0.198, 0.065, 0.026], [-0.036, 0.018, 0.127], [0.032, 0.034, -0.112], [-0.020, 0.063, 0.065], [-0.068, -0.270, -0.246], [0.034, 0.018, -0.038], [0.029, 0.034, -0.016], [0.032, 0.031, 0.018], [-0.004, 0.007, 0.052], [-0.013, -0.021, 0.019], [-0.048, -0.005, -0.003], [0.022, -0.030, -0.052], [-0.005, -0.031, -0.022], [-0.025, -0.036, 0.006], [0.038, 0.036, -0.039], [-0.050, -0.019, 0.004], [0.059, -0.005, -0.070], [-0.046, -0.012, 0.042], [0.013, -0.002, 0.086], [0.012, 0.039, -0.037], [-0.213, 0.123, -0.232], [0.329, 0.009, 0.291], [0.116, 0.056, 0.096], [-0.033, -0.123, 0.112], [0.329, 0.093, -0.457], [-0.030, -0.022, 0.043], [-0.039, 0.003, -0.026], [0.007, -0.001, 0.039], [0.003, 0.003, -0.017], [0.070, -0.028, -0.051], [-0.046, -0.002, -0.092], [0.032, -0.010, -0.022], [0.002, 0.032, -0.013], [0.026, -0.003, 0.025], [0.001, -0.011, 0.045], [-0.029, 0.005, -0.008], [-0.008, 0.032, 0.005], [0.025, -0.028, -0.028], [-0.003, -0.032, -0.012], [0.005, -0.020, 0.034], [-0.024, 0.004, 0.009], [0.028, -0.009, -0.006], [0.004, 0.003, 0.013], [-0.002, 0.005, 0.029], [-0.037, 0.013, 0.012], [0.055, 0.004, 0.131], [-0.028, -0.055, 0.030], [0.201, -0.051, -0.056], [-0.035, 0.031, 0.015], [-0.041, 0.007, 0.010], [-0.270, 0.129, 0.184], [0.054, -0.056, -0.020], [0.152, -0.022, -0.193], [-0.049, 0.067, 0.035], [0.053, -0.042, -0.065], [0.022, 0.015, -0.030], [0.001, 0.023, 0.098], [0.097, -0.107, -0.066], [-0.026, -0.003, 0.014], [0.042, -0.083, 0.052], [0.043, -0.104, -0.002], [-0.023, -0.012, -0.024], [0.019, 0.017, -0.003], [0.015, -0.007, -0.017], [-0.027, -0.014, -0.009], [0.064, -0.012, -0.042], [-0.011, 0.020, -0.006], [-0.022, 0.013, -0.011], [0.006, 0.009, -0.004], [0.043, 0.104, 0.065], [-0.132, 0.045, 0.154], [0.014, -0.048, -0.008], [-0.025, -0.019, 0.051], [-0.034, 0.020, 0.021], [-0.008, -0.059, -0.005], [-0.046, -0.031, -0.010], [0.019, 0.042, -0.033], [-0.010, 0.020, 0.002], [0.014, 0.004, -0.019], [-0.004, 0.025, 0.011], [-0.119, 0.052, -0.020], [0.032, 0.018, 0.003], [-0.107, 0.087, 0.028], [0.005, 0.044, 0.007]]
}